53
Properties=species:S:1:pos:R:3:forces:R:3 method="wB97M-V/def2-TZVPD" homo_lumo_gap_ev=3.9 lumo_energy_ev=-2.75 homo_energy_ev=-6.7 charge=0
C 2.9277 0.2342 3.2279 1.37 -0.05 1.38
N 2.1631 0.7028 2.0535 -0.48 -0.75 -0.12
C 1.5092 -0.0359 1.1980 -0.45 0.21 -0.77
N 0.7285 0.4251 0.0786 1.91 -0.82 3.05
P 1.3730 1.8969 -0.6920 1.27 2.27 -0.61
O 3.0714 1.7811 -0.5484 -1.80 -1.13 -0.39
I 0.9964 1.7705 -3.1442 0.59 -0.53 -0.05
C -0.7086 0.5511 0.5542 -0.89 -0.24 -1.43
S -1.7412 0.2785 -0.9924 -0.11 0.47 -0.04
C -1.0350 1.9212 1.2977 0.93 -0.22 0.80
C -2.3245 1.9395 2.2185 0.31 0.35 0.41
C -3.7106 2.3031 1.5661 -0.71 -0.09 0.97
F -4.3363 3.2334 2.4569 1.19 -1.33 -1.02
Br -3.6941 3.1756 -0.1919 0.18 -0.14 0.87
C -4.7686 1.0832 1.4678 -1.62 0.80 -0.72
F -4.8009 0.2858 2.6105 0.82 0.75 -2.00
F -4.6815 0.3674 0.2857 0.34 0.63 2.64
Br -6.5832 1.9445 1.3947 0.64 -0.70 0.01
C -0.9622 -0.7616 1.4604 -0.13 1.15 0.18
N -2.3755 -1.1518 1.3293 1.16 -0.47 0.95
C 0.0801 -1.9373 1.2108 -1.74 -1.97 0.71
O -0.1523 -2.6649 -0.0169 0.05 -0.31 2.07
B -0.5195 -4.0340 0.2540 -0.62 -1.51 -1.00
O -1.7782 -4.4855 -0.3095 1.61 1.04 1.48
O 0.2622 -4.9556 0.9775 -0.82 1.61 -1.23
N 1.5093 -1.5168 1.3989 -0.79 2.09 -2.06
S 2.5868 -2.1132 0.2036 7.56 -3.61 0.11
O 3.9116 -1.4720 0.5240 -4.45 0.04 -1.00
O 2.8027 -3.5941 0.2830 -2.74 4.25 -0.74
F 2.2212 -1.6305 -1.3299 -0.15 -0.75 2.90
H 2.3983 0.4370 4.2168 0.25 -0.08 -1.54
H 3.1924 -0.8580 3.2147 -0.50 1.20 -0.48
H 3.9009 0.8176 3.2814 -1.22 -0.70 -0.30
H 2.1101 1.7263 1.9243 0.08 -0.64 -0.22
H 3.4470 1.1331 -1.1808 -0.05 0.37 0.25
H -1.8038 1.4949 -1.6716 0.57 -0.84 1.08
H -0.9767 2.8318 0.6163 -0.35 -1.43 0.73
H -0.1541 2.0810 2.0199 -1.17 -0.19 -0.80
H -2.1202 2.7433 3.0031 -0.49 -0.88 -1.18
H -2.4661 0.9942 2.8389 0.21 1.13 -0.99
H -0.8311 -0.4143 2.5443 0.21 -0.54 -1.34
H -2.8095 -1.1659 2.2535 -0.02 -0.43 -0.55
H -2.5139 -2.0205 0.8103 -0.04 0.49 0.13
H -0.1301 -2.6981 2.0370 0.51 1.22 -0.63
H -2.4267 -4.2900 0.3930 -0.09 -0.38 -0.65
H 0.0342 -5.8762 0.7502 -0.15 0.60 0.28
C 3.2441 0.9771 -6.9649 0.30 -0.24 -0.18
C 2.0570 1.8942 -6.6790 0.72 0.78 -0.74
O 2.0464 2.9756 -7.2942 -0.45 -0.40 0.59
O 1.2193 1.4391 -5.8433 -0.59 0.06 0.97
H 3.9252 1.4256 -7.6896 -0.10 0.03 0.05
H 3.7970 0.7868 -6.0410 -0.09 -0.12 0.01
H 2.8893 0.0245 -7.3660 0.02 -0.03 0.16